Molecular formula: C5H8N2
Method: DFT, ωB97M-V with the def2-TZVPD basis set

Values from the calculation:
**Structure (SMILES)**: C[C@@]1(C=C=N)CN1
**Gap between HOMO and LUMO**: 9.74 eV
**ΔE to the lowest compared entry with this formula, charge and spin**: 59.30 kcal per mole
**Charge**: 0
**Total energy**: -8292.4248 eV
**Highest occupied orbital energy**: -8.838 eV

Atoms and positions in Å:
N -2.758 -1.355 0.849
N 1.104 0.261 -1.408
C -0.449 -1.191 -0.178
C 1.145 0.277 1.157
C -1.587 -1.278 0.469
C 0.081 1.222 -0.997
C 0.412 0.043 -0.147
H -0.823 1.233 -1.603
H 0.429 0.397 1.978
H -0.184 -2.014 -0.839
H 1.772 1.175 1.105
H 1.773 -0.591 1.383
H -3.364 -0.996 0.120
H 2.041 0.616 -1.244
H 0.406 2.202 -0.645